Arrangement w

ORCA calculation (ωB97M-V with the def2-TZVPD basis set) on an isolated molecule of C7H8ClN3O.

Summary:
Frontier orbital gap, eV: 9.55
Structure (SMILES): N/C(=N\c1ccccc1Cl)NO

Geometry as XYZ:
```
20
C7H8ClN3O ωB97M-V with the def2-TZVPD basis set
N 0.31 1.64 1.63
C -0.54 0.56 1.78
N -0.85 -0.32 0.90
C -0.18 -0.38 -0.33
C -0.87 -0.09 -1.51
C -0.27 -0.19 -2.74
C 1.05 -0.60 -2.85
C 1.76 -0.92 -1.70
C 1.15 -0.81 -0.44
Cl 2.07 -1.22 0.97
N -1.14 0.51 3.03
O -2.11 -0.49 3.13
H 0.83 1.85 2.46
H 0.90 1.61 0.82
H -1.90 0.24 -1.41
H -0.84 0.04 -3.68
H 1.55 -0.73 -3.80
H 2.82 -1.24 -1.77
H -1.55 1.38 3.29
H -2.17 -0.85 2.21
```

***

Arrangement x

ORCA calculation (ωB97M-V with the def2-TZVPD basis set) on a structure of composition C7H8ClN3O.

Summary:
Frontier orbital gap, eV: 8.71

Geometry as XYZ:
```
20
C7H8ClN3O ωB97M-V with the def2-TZVPD basis set
C -2.12 -0.84 2.82
C -0.19 -1.22 2.24
C 0.01 -2.76 -0.92
C 1.21 1.13 0.24
C 0.69 1.54 -1.14
C 0.70 0.07 -0.71
C -0.51 -0.76 -0.13
N -0.98 -1.37 3.24
N -2.14 -0.54 1.54
N -0.91 -0.84 1.18
O -0.45 -3.09 -1.92
Cl 1.92 -0.91 -1.55
H -2.95 -0.64 3.53
H 0.62 -1.91 2.11
H 0.86 -3.05 -0.30
H 2.32 1.38 0.32
H 0.60 1.55 1.01
H -0.21 2.08 -1.09
H 1.35 1.83 -1.92
H -1.43 -0.55 -0.75
```

***

Most stable to least stable, the ends of the list are arrangement w and arrangement x.

***

Arrangement w

ORCA calculation (ωB97M-V with the def2-TZVPD basis set) on a structure of composition H14LiO7.

Summary:
Frontier orbital gap, eV: 11.26
Net charge: +1

Geometry as XYZ:
```
22
H14LiO7 ωB97M-V with the def2-TZVPD basis set
Li 0.21 -0.09 0.47
O 1.57 1.60 0.20
H 1.79 2.43 0.73
H 1.29 1.75 -0.56
O 0.96 -1.67 0.38
H 1.50 -2.07 0.92
H 1.04 -1.91 -0.58
O 1.14 -1.63 -2.38
H 0.76 -0.81 -2.05
H 0.40 -2.22 -2.27
O -1.49 2.08 0.68
H -2.39 2.02 1.21
H -1.49 2.72 -0.10
O 0.47 0.05 2.59
H 1.35 -0.08 2.95
H 0.15 0.91 2.82
O -0.31 0.27 -1.86
H -0.40 1.12 -2.42
H -1.18 0.07 -2.18
O -1.58 -1.19 0.50
H -2.33 -1.22 0.07
H -1.47 -2.14 0.88
```

***

Arrangement x

ORCA calculation (ωB97M-V with the def2-TZVPD basis set) on a structure of composition H14LiO7.

Summary:
Frontier orbital gap, eV: 11.24
Net charge: +1

Geometry as XYZ:
```
22
H14LiO7 ωB97M-V with the def2-TZVPD basis set
Li 0.11 -0.14 0.09
O 1.49 -1.85 0.15
H 2.38 -1.60 0.14
H 1.29 -2.79 0.45
O -1.32 1.55 0.42
H -1.65 2.33 0.04
H -1.75 1.46 1.40
O 1.53 1.14 -0.65
H 2.05 1.26 0.03
H 1.49 1.96 -1.02
O -1.64 -1.22 1.29
H -1.57 -2.07 0.97
H -2.15 -1.28 2.09
O -0.87 1.55 -2.62
H -0.15 1.28 -3.07
H -1.06 0.73 -2.15
O -0.81 -1.11 -1.43
H -1.78 -1.24 -1.39
H -0.42 -1.29 -2.23
O 1.41 0.61 2.18
H 1.06 0.12 2.82
H 2.37 0.59 2.49
```

***

Most stable to least stable, the ends of the list are arrangement x and arrangement w.

***

Arrangement w

ORCA calculation (ωB97M-V with the def2-TZVPD basis set) on an isolated molecule of H3PS2.

Summary:
Frontier orbital gap, eV: 9.40
Structure (SMILES): S=[PH2]S

Geometry as XYZ:
```
6
H3PS2 ωB97M-V with the def2-TZVPD basis set
S -2.30 0.61 -0.09
P -0.53 -0.20 0.25
S 1.08 1.19 0.02
H -0.21 -1.25 -0.68
H -0.34 -0.39 1.60
H 0.45 1.93 -0.86
```

***

Arrangement x

ORCA calculation (ωB97M-V with the def2-TZVPD basis set) on a cluster of 2 separate species, H3PS2 in total.

Summary:
Frontier orbital gap, eV: 7.40
Structure (SMILES): P=S.S

Geometry as XYZ:
```
6
H3PS2 ωB97M-V with the def2-TZVPD basis set
P -1.54 0.05 1.79
S -0.98 1.87 2.15
H -1.94 0.18 0.43
S 1.16 -0.79 -0.93
H 1.76 -1.67 -1.90
H 1.54 0.36 -1.54
```

***

Arrangement y

ORCA calculation (ωB97M-V with the def2-TZVPD basis set) on an isolated molecule of H3PS2.

Summary:
Frontier orbital gap, eV: 9.50
Structure (SMILES): S=[PH2]S

Geometry as XYZ:
```
6
H3PS2 ωB97M-V with the def2-TZVPD basis set
S 1.02 0.43 1.99
P 0.08 0.35 0.34
S 0.04 -1.40 -0.69
H -1.30 0.70 0.01
H 0.77 1.41 -0.41
H 1.26 -1.42 -0.20
```

***

Most stable to least stable, the ends of the list are arrangement w and arrangement x.

***

Arrangement w

ORCA calculation (ωB97M-V with the def2-TZVPD basis set) on an isolated molecule of C6H8N2O4.

Summary:
Frontier orbital gap, eV: 9.50
Structure (SMILES): NOC(=O)CCc1c[nH]oc1=O

Geometry as XYZ:
```
20
C6H8N2O4 ωB97M-V with the def2-TZVPD basis set
N 2.94 0.51 1.44
O 1.63 0.41 0.84
C 1.19 1.47 0.12
O 1.85 2.47 0.03
C -0.19 1.64 -0.46
C -0.57 0.37 -1.34
C -1.03 -0.73 -0.47
C -0.36 -1.88 -0.10
N -1.20 -2.80 0.41
O -2.42 -2.08 0.63
C -2.41 -0.87 0.00
O -3.28 -0.07 -0.29
H 3.45 1.23 0.84
H 2.83 0.89 2.41
H -0.95 1.82 0.27
H -0.17 2.47 -1.15
H 0.30 -0.02 -1.98
H -1.37 0.68 -2.11
H 0.71 -2.08 -0.30
H -0.94 -3.42 1.22
```

***

Arrangement x

ORCA calculation (ωB97M-V with the def2-TZVPD basis set) on a cluster of 2 separate species, C6H8N2O4 in total.

Summary:
Frontier orbital gap, eV: 9.63
Structure (SMILES): O=c1cc[nH]c(=O)[nH]1.CC(=O)O

Geometry as XYZ:
```
20
C6H8N2O4 ωB97M-V with the def2-TZVPD basis set
O -4.73 -0.57 0.05
C -3.57 -0.17 0.12
C -3.05 1.17 0.03
C -1.74 1.46 -0.21
N -0.86 0.36 -0.19
C -1.21 -0.98 -0.03
O -0.28 -1.82 -0.24
N -2.55 -1.26 0.16
H -3.77 1.98 0.33
H -1.34 2.52 -0.43
H 0.21 0.49 -0.21
H -2.92 -2.18 0.24
C 4.11 0.22 0.13
C 2.61 -0.05 0.05
O 1.82 0.83 0.06
O 2.31 -1.38 -0.03
H 4.30 1.27 -0.03
H 4.65 -0.07 1.11
H 4.64 -0.37 -0.68
H 1.37 -1.48 -0.24
```

***

Arrangement y

ORCA calculation (ωB97M-V with the def2-TZVPD basis set) on a cluster of 2 separate species, C6H8N2O4 in total.

Summary:
Frontier orbital gap, eV: 10.13
Structure (SMILES): O=c1cc[nH]c(=O)[nH]1.CC(=O)O

Geometry as XYZ:
```
20
C6H8N2O4 ωB97M-V with the def2-TZVPD basis set
O -2.02 -0.21 0.95
C -1.50 -0.53 -0.16
C -0.74 -1.74 -0.47
C -0.02 -1.61 -1.60
N -0.18 -0.62 -2.50
C -0.96 0.46 -2.35
O -1.13 1.34 -3.17
N -1.62 0.40 -1.22
H -0.92 -2.61 0.13
H 0.62 -2.45 -1.93
H 0.22 -0.84 -3.37
H -2.18 1.15 -1.01
C 2.06 0.51 2.52
C 0.71 1.12 2.16
O -0.15 1.45 2.95
O 0.73 1.41 0.85
H 2.14 0.37 3.58
H 2.16 -0.44 1.98
H 2.93 1.12 2.06
H -0.15 1.71 0.60
```

***

Most stable to least stable, the ends of the list are arrangement x and arrangement w.

***

Arrangement w

ORCA calculation (ωB97M-V with the def2-TZVPD basis set) on an isolated molecule of C24H29N3O4.

Summary:
Frontier orbital gap, eV: 8.78
Structure (SMILES): COCCn1c(C)cc(C(=O)COC(=O)c2c(C)nn(Cc3ccccc3)c2C)c1C

Geometry as XYZ:
```
60
C24H29N3O4 ωB97M-V with the def2-TZVPD basis set
C -7.59 -2.79 4.10
O -6.35 -3.13 3.54
C -6.23 -2.83 2.17
C -5.87 -1.36 1.88
N -4.45 -1.11 1.97
C -3.77 -0.77 3.12
C -4.46 -0.58 4.43
C -2.45 -0.66 2.81
C -2.30 -0.95 1.42
C -1.08 -0.96 0.65
O -1.00 -1.26 -0.53
C 0.17 -0.55 1.43
O 1.30 -0.56 0.58
C 1.39 0.48 -0.28
O 0.67 1.45 -0.20
C 2.46 0.30 -1.24
C 3.25 -0.86 -1.50
C 3.20 -2.18 -0.83
N 4.09 -0.61 -2.49
N 3.87 0.65 -2.89
C 4.66 1.22 -3.94
C 5.63 2.25 -3.40
C 5.74 3.50 -3.99
C 6.62 4.44 -3.48
C 7.40 4.13 -2.38
C 7.29 2.89 -1.78
C 6.41 1.95 -2.29
C 2.90 1.24 -2.17
C 2.46 2.64 -2.41
C -3.58 -1.24 0.94
C -4.00 -1.59 -0.44
H -7.56 -3.14 5.14
H -7.77 -1.71 4.09
H -8.41 -3.29 3.58
H -7.16 -3.09 1.64
H -5.42 -3.47 1.80
H -6.39 -0.71 2.59
H -6.20 -1.10 0.87
H -5.16 0.26 4.39
H -3.71 -0.36 5.19
H -5.00 -1.48 4.71
H -1.67 -0.40 3.49
H 0.02 0.45 1.85
H 0.38 -1.27 2.23
H 2.19 -2.57 -0.86
H 3.49 -2.08 0.22
H 3.88 -2.86 -1.33
H 5.22 0.39 -4.39
H 4.01 1.67 -4.69
H 5.13 3.75 -4.85
H 6.70 5.41 -3.95
H 8.08 4.87 -1.98
H 7.89 2.65 -0.92
H 6.32 0.98 -1.83
H 1.64 2.87 -1.73
H 2.12 2.76 -3.44
H 3.28 3.33 -2.23
H -4.51 -2.55 -0.46
H -4.67 -0.83 -0.85
H -3.11 -1.64 -1.06
```

***

Arrangement x

ORCA calculation (ωB97M-V with the def2-TZVPD basis set) on an isolated molecule of C24H29N3O4.

Summary:
Frontier orbital gap, eV: 8.10
Structure (SMILES): CC(C)COc1ccc(/C(O)=C2/C(=O)C(=O)N(CCN(C)C)[C@@H]2c2ccncc2)cc1

Geometry as XYZ:
```
60
C24H29N3O4 ωB97M-V with the def2-TZVPD basis set
C -5.64 -2.25 0.82
C -6.30 -1.02 0.20
C -7.28 -1.41 -0.90
C -5.22 -0.08 -0.36
O -4.44 0.40 0.72
C -3.28 1.03 0.46
C -2.47 1.30 1.56
C -1.22 1.85 1.40
C -0.76 2.18 0.12
C 0.62 2.61 -0.11
O 0.80 3.73 -0.80
C 1.69 1.84 0.27
C 3.02 2.15 -0.17
O 3.37 3.16 -0.78
C 3.89 0.97 0.23
O 5.08 0.84 0.09
N 3.06 0.05 0.79
C 3.55 -1.10 1.50
C 3.14 -2.46 0.93
N 4.12 -3.01 0.01
C 4.25 -2.23 -1.20
C 3.83 -4.39 -0.29
C 1.67 0.48 0.90
C 0.70 -0.42 0.17
C -0.33 -1.08 0.84
C -1.25 -1.80 0.09
N -1.20 -1.91 -1.22
C -0.20 -1.31 -1.85
C 0.77 -0.55 -1.21
C -1.61 2.00 -0.97
C -2.85 1.42 -0.81
H -6.39 -2.90 1.27
H -4.93 -1.95 1.59
H -5.11 -2.82 0.05
H -6.83 -0.47 0.99
H -7.76 -0.53 -1.32
H -8.04 -2.07 -0.50
H -6.76 -1.93 -1.70
H -5.69 0.76 -0.89
H -4.59 -0.63 -1.07
H -2.84 1.04 2.54
H -0.59 2.03 2.25
H 1.77 3.85 -0.97
H 3.19 -1.03 2.54
H 4.64 -1.03 1.50
H 2.14 -2.39 0.46
H 3.06 -3.16 1.76
H 4.98 -2.71 -1.85
H 4.62 -1.23 -0.96
H 3.30 -2.14 -1.75
H 4.61 -4.79 -0.93
H 3.81 -4.97 0.63
H 2.86 -4.52 -0.80
H 1.39 0.51 1.97
H -0.42 -1.02 1.91
H -2.07 -2.31 0.57
H -0.19 -1.44 -2.93
H 1.55 -0.07 -1.77
H -1.27 2.29 -1.95
H -3.47 1.27 -1.68
```

***

Most stable to least stable, the ends of the list are arrangement w and arrangement x.

***

Arrangement w

ORCA calculation (ωB97M-V with the def2-TZVPD basis set) on a cluster of 4 separate species, C2H14NO3 in total.

Summary:
Frontier orbital gap, eV: 10.64
Net charge: +1

Geometry as XYZ:
```
20
C2H14NO3 ωB97M-V with the def2-TZVPD basis set
C -0.89 0.56 0.78
N -1.38 -0.11 -0.48
C -1.32 0.83 -1.67
H -0.04 1.10 0.37
H -1.59 1.10 1.41
H -0.49 -0.26 1.36
H -2.33 -0.46 -0.36
H -0.81 -0.85 -0.92
H -0.30 1.02 -1.99
H -1.88 1.70 -1.31
H -1.80 0.31 -2.50
H 2.79 -3.63 5.25
H 1.98 -2.38 5.21
O 1.91 -3.33 5.06
H 1.48 -1.84 -0.88
H 1.34 -1.70 -2.37
O 0.82 -1.75 -1.57
H 1.23 3.21 -1.14
H 0.64 3.61 -2.43
O 0.64 2.86 -1.84
```

***

Arrangement x

ORCA calculation (ωB97M-V with the def2-TZVPD basis set) on a cluster of 4 separate species, C2H14NO3 in total.

Summary:
Frontier orbital gap, eV: 12.11
Net charge: +1

Geometry as XYZ:
```
20
C2H14NO3 ωB97M-V with the def2-TZVPD basis set
C 0.87 1.03 0.81
N 0.67 0.04 -0.29
C 1.99 -0.07 -1.04
H 1.16 2.02 0.47
H 0.01 1.02 1.47
H 1.74 0.69 1.39
H 0.02 0.43 -0.98
H 0.33 -0.85 0.05
H 2.09 0.90 -1.53
H 1.90 -0.88 -1.74
H 2.82 -0.17 -0.35
H -2.04 1.52 -2.99
H -1.30 0.27 -3.23
O -1.31 1.02 -2.62
H -2.88 -1.52 -0.17
H -1.62 -2.12 0.34
O -1.93 -1.40 -0.23
H -1.23 0.00 3.85
H -0.58 -1.40 3.55
O -0.70 -0.51 3.23
```

***

Most stable to least stable, the ends of the list are arrangement x and arrangement w.

***

Arrangement w

ORCA calculation (ωB97M-V with the def2-TZVPD basis set) on an isolated molecule of C6H4BrFOS.

Summary:
Frontier orbital gap (spin up / spin down), eV: 6.83 / 7.11

Geometry as XYZ:
```
14
C6H4BrFOS ωB97M-V with the def2-TZVPD basis set
C -0.27 -0.31 -0.11
C 1.05 -0.68 -0.65
C 0.79 1.77 -0.94
C -0.48 1.10 -0.65
C -1.42 1.90 -1.21
C -0.14 -0.90 1.56
O -1.94 2.70 -1.87
F 0.58 -2.11 1.44
S 2.01 0.63 -0.95
Br 0.83 0.26 2.68
H -1.10 -0.90 -0.30
H 1.50 -1.52 -0.17
H 0.98 2.74 -1.42
H -1.17 -1.07 2.01
```

***

Arrangement x

ORCA calculation (ωB97M-V with the def2-TZVPD basis set) on a cluster of 2 separate species, C6H4BrFOS in total.

Summary:
Frontier orbital gap, eV: 8.37

Geometry as XYZ:
```
14
C6H4BrFOS ωB97M-V with the def2-TZVPD basis set
C 1.74 -0.57 0.01
C 2.65 0.40 -0.09
C 0.41 1.39 0.20
C 0.42 -0.04 0.20
C -0.67 -0.97 0.46
C -2.51 -0.37 -0.55
O -0.60 -2.03 0.93
F -3.27 -1.47 -0.40
S 1.95 2.06 -0.12
Br -3.18 1.17 0.23
H 2.03 -1.59 0.11
H 3.66 0.32 0.30
H -0.39 2.06 0.41
H -2.25 -0.37 -1.68
```

***

Most stable to least stable, the ends of the list are arrangement x and arrangement w.